# 1
DFT (wB97M-V/def2-TZVPD) results for an isolated molecule of C3H3NS2.

As for the multiplicity: 1. For the energy, the calculation gives -967.124009 Ha. As for the LUMO energy: -0.8 eV.

```
9
Properties=species:S:1:pos:R:3:forces:R:3:lowdin_charge:R:1
C 2.379688 -0.579651 0.109246 -0.2721 -1.1161 0.1263 -0.988
C -0.150436 0.429392 0.063847 1.1435 3.1024 -0.7042 -0.570
C -1.565256 0.069625 -0.097751 1.8489 -1.2896 -1.8705 -0.138
N 2.701841 0.535120 -0.086227 1.2854 0.4331 0.0236 -0.163
S 0.882346 1.599759 0.148623 -2.2869 -2.2985 -0.1724 0.986
S 1.491773 -1.893104 0.380939 0.0610 0.6699 -0.1849 0.664
H -2.215990 0.791343 0.189417 -1.8397 2.2138 1.5546 0.038
H -1.918371 -0.121925 -1.136958 1.0663 -0.1808 0.3576 0.120
H -1.605594 -0.830560 0.428867 -1.0064 -1.5343 0.8699 0.052
```
Forces are in eV/Å.

# 2
DFT (wB97M-V/def2-TZVPD) results for a 3-piece molecular cluster, C24H23BrF17N2O7P2 overall.

As for the multiplicity: 1. Its net charge is +1. For the energy, the calculation gives -6518.128510 Ha. As for the LUMO energy: -5.7 eV.

```
76
Properties=species:S:1:pos:R:3:forces:R:3:lowdin_charge:R:1
C 7.741347 0.013418 -0.639484 0.2288 0.1013 -0.1246 -0.117
C 6.131897 0.429671 -0.452943 0.8978 -0.7098 -0.0812 -0.174
C 5.252958 0.061822 -1.827515 0.9684 0.1549 0.0662 -0.191
F 5.172425 1.224576 -2.775742 -0.2330 -2.7926 2.4870 -0.087
C 3.743217 -0.551744 -1.451436 -2.1848 -0.8248 0.2346 0.038
C 3.348723 -2.153793 -1.733899 -4.6839 3.4668 1.8284 -0.236
P 4.627469 -3.309932 -2.541276 0.9337 -1.3529 -0.0996 0.626
O 4.023200 -4.897928 -2.890406 -0.4508 3.2926 -1.1266 -0.382
Br 4.986055 -2.391012 -4.637368 -0.7150 -0.4739 1.1106 0.292
C 1.831905 -2.612768 -1.254476 0.5057 2.7510 1.0735 0.018
C 1.288522 -4.152312 -1.404128 -4.3473 -3.5583 -4.0966 -0.287
O 0.284276 -4.428970 -2.277563 6.9499 2.3951 5.7295 -0.009
O 1.874357 -5.263777 -0.612521 -0.5500 2.9368 -2.6873 -0.001
C 0.754310 -1.525412 -0.581615 5.4147 2.9878 -1.3547 -0.189
P -0.994041 -2.144080 -0.101005 -2.4477 -0.8281 0.8064 0.981
O -2.184469 -1.261438 -1.035938 3.8085 0.3034 1.9918 -0.320
O -1.306881 -1.761034 1.576298 0.9530 1.8530 -2.8721 -0.331
C 1.318831 0.001836 -0.385848 1.2173 -3.4400 -1.4273 0.084
N 2.747577 0.424426 -0.790315 -1.3988 -2.6602 -0.0342 -0.026
C 3.066155 1.894542 -0.510689 0.8566 5.1971 0.1664 -0.153
C 3.724005 2.462535 0.895689 -1.4867 1.8489 -3.7217 0.015
C 3.938713 4.083590 1.006010 -1.1636 -1.3801 -1.8538 -0.070
N 3.588556 5.134987 -0.008451 -0.8088 -6.5562 -1.0634 0.010
C 3.010555 4.596753 -1.286813 0.0728 -2.2001 1.3608 -0.068
C 2.688661 3.037313 -1.672602 1.7529 0.3800 4.2235 0.044
H 8.088617 -0.777615 0.184553 -0.8178 2.0016 -1.7658 0.097
H 7.969065 -0.479550 -1.675815 -0.5777 0.9345 1.8527 0.077
H 8.390588 1.003395 -0.592296 -1.3038 -2.2744 0.0573 0.094
H 5.753381 -0.257689 0.442380 0.4114 1.7620 -1.9423 0.126
H 6.128486 1.572229 -0.200710 -0.5489 -2.3432 -0.5146 0.110
H 5.928500 -0.741257 -2.395489 -2.0718 1.6060 1.1056 0.096
H 3.666184 -4.854829 -3.827237 0.2921 -0.3848 1.3179 0.061
H 2.040341 -6.070194 -1.204825 -0.8088 1.7215 0.7681 0.147
H -1.815258 -0.367245 -1.310982 -0.9342 -1.4752 0.4564 0.050
H -1.386089 -0.773328 1.731478 0.0011 -1.3850 -0.0286 0.043
H 0.587559 0.806716 0.086624 2.1347 -1.5440 -1.1376 0.155
H 3.992760 1.703389 1.744471 -0.5034 1.7977 -1.7552 0.103
H 4.407013 4.474254 2.032973 -1.1941 -0.8563 -2.6511 0.125
H 2.714154 5.405442 -2.114427 0.8297 -1.9348 2.1826 0.125
H 2.201454 2.702942 -2.689753 1.1707 0.8601 2.2702 0.110
C -4.126440 0.083950 -4.468640 0.3674 -0.5510 -0.9895 -0.048
C -3.618817 0.731190 -3.172115 -0.3284 1.0262 -0.9209 -0.415
C -4.515732 0.524639 -1.956861 -0.6138 -0.0326 0.9803 -0.295
F -5.744125 1.065021 -2.125472 0.6916 -0.1561 0.2662 0.096
F -3.983571 1.130403 -0.860833 0.4021 0.0255 -0.1854 0.086
F -3.381729 2.051864 -3.394333 -0.1188 -0.4356 0.3089 0.130
F -2.395046 0.177871 -2.897578 -0.1026 0.2838 -0.5150 0.054
O -4.822696 0.947502 -5.372940 -1.2257 0.2748 1.3175 0.035
C -6.213235 1.120159 -5.104945 0.8896 -1.6724 -0.6755 -0.476
C -6.576276 2.567963 -4.754393 -0.3051 0.9829 0.3206 -0.263
F -5.904527 2.999188 -3.655505 -0.0350 -0.2155 -0.5169 0.086
F -7.900258 2.686083 -4.468196 0.3926 -0.4685 -0.2638 0.100
F -6.598720 0.235537 -4.154790 -0.3957 0.5216 -0.5929 0.124
F -6.857403 0.748848 -6.243285 0.1696 0.6411 0.5199 0.144
H -3.236404 -0.228379 -5.028547 -0.0913 0.2940 0.1485 0.152
H -4.675226 -0.849061 -4.287380 0.0265 0.3823 0.2091 0.152
H -4.630195 -0.537862 -1.722875 0.1053 -0.0054 -0.1706 0.170
H -6.340041 3.244428 -5.580428 0.0381 -0.2447 -0.0857 0.177
C -2.022016 -1.198819 4.602142 -0.3586 -0.9356 -0.6101 -0.061
C -1.909904 0.329531 4.506461 -1.3733 -0.2936 0.6774 -0.420
C -0.781083 0.943619 5.326598 0.5496 0.9425 0.5411 -0.291
F -0.923976 0.714890 6.651988 0.1303 0.2967 -0.6787 0.093
F -0.761312 2.295830 5.176419 -0.1483 -0.2287 -0.3262 0.092
F -3.110254 0.886752 4.820204 0.7083 -0.0852 -0.0720 0.137
F -1.694291 0.636198 3.187895 0.5292 0.1288 -0.1982 0.076
O -2.995207 -1.702478 5.522729 0.9542 0.8122 1.3856 0.040
C -2.557621 -1.811231 6.876215 0.5162 -1.0822 -1.6049 -0.476
C -3.343409 -0.903934 7.830243 -0.4899 0.7086 0.6705 -0.262
F -3.231132 0.403934 7.481485 -0.1169 -0.5739 -0.0845 0.087
F -2.873672 -1.005700 9.102163 0.1025 -0.3408 -0.5399 0.098
F -1.220749 -1.602429 6.932103 -0.5646 -0.3411 0.5426 0.122
F -2.746412 -3.112624 7.221725 -0.2196 0.7669 0.1607 0.143
H -2.374800 -1.545857 3.623205 -0.1281 0.1957 0.3233 0.127
H -1.046737 -1.686086 4.728360 -0.1761 0.3374 0.1357 0.150
H 0.194052 0.562730 5.009118 -0.0761 -0.1538 -0.0825 0.172
H -4.406116 -1.161597 7.833149 0.1258 -0.1818 -0.1456 0.178
```
Forces are in eV/Å.

# 3
DFT (wB97M-V/def2-TZVPD) results for C2H6N3O as an isolated structure.

As for the multiplicity: 1. Its net charge is +1. For the energy, the calculation gives -318.922248 Ha. As for the LUMO energy: -4.8 eV.

```
12
Properties=species:S:1:pos:R:3:forces:R:3:lowdin_charge:R:1
C 2.375889 -0.344055 -0.080163 2.9065 -0.5963 -2.2386 0.089
C -0.726455 -0.488787 0.312104 0.7334 -2.0181 -2.3091 -0.376
N 1.475194 0.543036 0.031775 0.1309 -1.0136 -0.6222 -0.062
N 0.412018 0.960383 0.032571 0.6212 2.0612 -0.3205 0.187
N -1.951446 0.414144 -0.088045 -1.2621 -1.2409 -0.5870 0.223
O -0.301403 -1.429236 -0.336419 -1.6440 1.4745 0.5675 0.067
H 2.734723 -0.726742 -1.123381 -1.5681 0.8609 1.6151 0.158
H 3.269097 -0.348284 0.541714 -0.6892 0.0293 0.8111 0.102
H -0.526368 -0.316525 1.302379 -0.3134 -0.1512 2.9474 0.113
H -1.651373 1.397131 -0.003433 -0.6096 -0.3441 -0.0784 0.146
H -2.812643 0.163849 0.440933 0.8864 0.5305 0.4088 0.181
H -2.297238 0.175088 -1.030039 0.8080 0.4078 -0.1939 0.173
```
Forces are in eV/Å.

# 4
DFT (wB97M-V/def2-TZVPD) results for C10H16BBeCl2F4N4 as an isolated structure.

As for the multiplicity: 1. Its net charge is +1. For the energy, the calculation gives -1968.958064 Ha. As for the LUMO energy: -8.1 eV.

```
38
Properties=species:S:1:pos:R:3:forces:R:3:lowdin_charge:R:1
Be 21.231446 -19.932897 -14.964931 -0.1255 -5.3494 0.8803 1.147
B 22.016084 -22.225598 -13.427597 -0.4962 -1.3727 0.8219 -1.288
F 20.789152 -21.963988 -14.101300 -0.5478 1.4208 -1.2953 0.058
F 22.712714 -20.969559 -13.588229 -0.4375 1.9616 -0.9533 0.086
F 21.688329 -22.486176 -12.131454 0.6891 0.1889 -0.1477 0.200
F 22.707148 -23.218573 -14.079677 0.0977 0.2808 0.1500 0.161
C 24.907596 -21.916257 -11.094502 0.1927 1.5495 0.6740 -0.057
C 24.307156 -21.062521 -10.048698 -0.2227 -0.5986 -0.0170 -0.280
N 23.846433 -20.340046 -9.285555 0.0195 -0.0032 -0.0179 0.126
H 24.462944 -22.900194 -11.188477 -0.1087 0.0343 0.0023 0.061
H 25.970157 -21.939434 -10.853921 0.0397 -0.4263 -0.1695 0.084
H 24.796121 -21.267272 -11.963960 0.0398 -0.6117 -0.4902 0.070
C 18.632844 -23.207514 -16.459309 0.3695 0.1684 0.1749 -0.074
C 19.707585 -24.096697 -16.874240 0.0428 -0.5067 -0.2892 -0.253
N 20.523993 -24.840011 -17.193120 -0.0427 0.3611 0.0787 0.169
H 17.666869 -23.698425 -16.548497 0.0204 -0.0586 0.0322 0.092
H 18.648335 -22.304649 -17.069695 -0.0443 -0.0449 -0.0823 0.080
H 18.848370 -22.930272 -15.427522 -0.2423 -0.0200 0.0558 0.058
C 23.602089 -23.585062 -17.041313 -0.1524 0.5166 -0.5960 -0.044
C 22.741323 -22.444220 -16.760529 0.2813 0.0194 0.1888 -0.188
N 22.125513 -21.504091 -16.529092 -0.8238 1.7695 1.0765 0.184
H 24.014615 -23.445184 -18.042335 -0.0798 -0.0323 -0.0542 0.107
H 23.021508 -24.502530 -17.018681 -0.0071 -0.0242 0.2008 0.031
H 24.437264 -23.583983 -16.346442 -0.1761 -0.0937 0.2312 0.081
C 16.357544 -20.544983 -15.377065 0.3917 0.4574 1.1684 -0.005
C 17.737739 -20.422561 -14.908867 -0.0493 -0.2812 -0.7589 -0.205
N 18.808628 -20.303814 -14.520503 1.7723 1.0808 -0.6363 0.178
H 16.019395 -21.576709 -15.355409 0.0150 -0.0166 0.0236 0.099
H 16.194040 -20.079839 -16.344238 0.1881 0.0146 -0.0394 0.105
H 15.871416 -19.957249 -14.590056 -0.7138 -0.1906 -0.3341 0.109
Cl 24.229521 -26.086162 -11.600846 -0.0558 0.0940 -0.0440 0.550
C 25.502965 -26.067097 -12.863188 -0.2628 0.1036 0.5350 -0.629
C 25.040392 -25.354385 -14.114847 1.0580 -0.3948 -0.0097 -0.670
Cl 24.054650 -26.307203 -15.248800 -0.2909 -0.1219 0.4176 0.601
H 25.828190 -27.100037 -12.930102 0.0136 0.0456 -0.5649 0.069
H 26.325124 -25.471681 -12.466271 -0.0049 -0.0668 0.1056 0.073
H 25.946771 -25.140553 -14.683151 -0.0289 0.2222 0.0170 0.070
H 24.562077 -24.430352 -13.805178 -0.3179 -0.0749 -0.3347 0.041
```
Forces are in eV/Å.